# 1
This record from the Open Molecules 2025 dataset describes C17H30AlN2O as an isolated structure in a non-equilibrium geometry. The level of theory is ωB97M-V/def2-TZVPD.

## Properties
energy above the lowest of the compared OMol25 structures with the same formula, charge and spin: 10.0 kcal/mol
total charge: +3
HOMO energy: -19.2808 eV
calculated total energy: -29712.314 eV
HOMO-LUMO gap: 8.493 eV
lowest unoccupied orbital energy: -10.79 eV
2S+1: 1

The geometry in XYZ format:
```
51
Properties=species:S:1:pos:R:3:forces:R:3:nbo_charge:R:1
Al -0.116537 -0.205181 0.163904 0.5 -2.5 0.0 2.17
C 4.344877 2.024552 0.969821 0.0 1.1 -0.4 -0.61
C 4.100280 0.501585 1.000472 -1.2 -0.4 -0.1 -0.27
C 5.322725 -0.236516 0.460016 -0.7 -0.9 1.6 -0.60
C 2.893848 0.281799 0.067172 -0.7 0.2 0.3 0.15
C 2.953993 -0.529744 -1.065375 0.1 -1.9 -1.5 -0.11
C 2.061299 -0.427091 -2.145841 2.0 -0.9 0.6 -0.19
C 1.065662 0.494959 -2.111444 -2.9 1.9 0.5 0.10
C 0.225119 0.769960 -3.339016 1.3 -0.8 -1.1 -0.67
C 0.757556 1.227895 -0.892559 1.4 0.2 -0.9 -0.65
C 1.690901 1.009258 0.236198 1.4 0.6 -0.8 -0.38
H 5.370366 2.291100 1.364440 -1.3 -0.3 -0.3 0.28
H 3.546104 2.585656 1.508296 0.8 -0.3 -0.1 0.21
H 4.275744 2.418324 -0.106380 0.4 -0.7 1.4 0.22
H 3.747496 0.052943 1.992329 0.9 1.0 -0.9 0.25
H 5.395482 -0.140881 -0.594112 0.4 0.5 -1.0 0.21
H 5.109380 -1.307988 0.631324 0.8 0.3 0.1 0.22
H 6.230149 0.124698 0.973741 -0.4 -0.5 -0.3 0.27
H 3.694998 -1.359209 -1.146102 -0.3 1.1 0.1 0.28
H 2.257404 -0.973696 -3.082020 -0.1 0.1 0.6 0.28
H -0.206662 1.774648 -3.287844 0.1 -0.3 -0.4 0.25
H -0.564345 0.000655 -3.512181 0.5 0.5 0.2 0.25
H 0.970783 0.635386 -4.220603 -1.6 0.6 1.2 0.29
H 0.111919 2.143075 -0.992850 0.6 -1.0 0.5 0.32
H 1.803272 1.614949 1.113377 -1.0 0.8 0.4 0.28
C -4.114680 1.373568 0.752593 0.6 0.6 0.1 -0.26
C -2.629305 1.437444 0.263578 0.0 -1.1 -0.3 -0.24
N -1.989527 0.009495 0.389957 -2.3 1.3 -0.6 -0.67
C -2.724684 -0.868171 -0.712755 0.4 2.2 1.5 -0.22
C -4.246385 -0.743758 -0.466645 0.4 -0.9 -0.5 -0.26
N -4.553804 -0.038941 0.823146 1.1 -1.1 0.2 -0.32
C -3.820850 -0.813110 1.858573 -1.9 -0.3 1.8 -0.27
C -2.375431 -0.565575 1.741501 3.1 -0.5 1.0 -0.29
H -4.725232 1.841927 0.008445 -0.4 0.4 -0.4 0.26
H -4.321247 1.890087 1.702724 0.3 -0.4 -0.2 0.28
H -2.059084 2.174782 0.852858 -0.2 -0.3 -0.4 0.26
H -2.626354 1.641161 -0.835623 0.2 0.2 1.0 0.24
H -2.325481 -1.801356 -0.439237 0.2 -1.6 -0.4 0.25
H -2.430381 -0.526709 -1.722928 -0.1 -0.3 0.6 0.26
H -4.646366 -1.777987 -0.553417 -0.3 0.9 0.6 0.29
H -4.701647 -0.130989 -1.185976 -0.6 0.6 -1.4 0.25
H -5.538717 -0.098557 1.025030 -0.8 0.1 -0.1 0.48
H -4.032406 -1.834762 1.633791 -0.2 -0.8 -0.2 0.25
H -4.246521 -0.699201 2.904013 0.6 0.5 -1.2 0.30
H -1.854981 -1.612882 1.804209 -0.6 2.2 0.2 0.30
H -1.983409 0.172586 2.539854 -0.5 -1.3 -1.2 0.26
C 1.077377 -2.805092 0.734058 -0.2 0.3 -1.1 -0.22
O 0.022633 -1.888562 0.413724 -0.3 2.1 -0.8 -1.05
H 0.976294 -2.881683 1.770301 0.9 -0.2 1.8 0.20
H 2.070675 -2.457586 0.349559 -0.9 -0.6 0.5 0.18
H 0.757680 -3.767252 0.363888 0.4 -0.3 -0.6 0.22
```
Forces are in eV/Å.

# 2
This record from the Open Molecules 2025 dataset describes a 2-piece molecular cluster, C5H11O3 overall in a non-equilibrium geometry. The level of theory is ωB97M-V/def2-TZVPD.

## Properties
energy above the lowest of the compared OMol25 structures with the same formula, charge and spin: 44.9 kcal/mol
total charge: -1
HOMO energy: -3.6240 eV
calculated total energy: -11506.122 eV
HOMO-LUMO gap: 6.861 eV
lowest unoccupied orbital energy: 3.24 eV
2S+1: 1

The geometry in XYZ format:
```
19
Properties=species:S:1:pos:R:3:forces:R:3:nbo_charge:R:1
O -0.098804 -2.685412 -1.828602 -0.3 0.4 0.1 -0.77
C 0.094407 -2.692510 -0.601003 0.8 -2.4 1.7 0.76
O 0.027611 -3.680270 0.233662 -0.7 0.5 -1.7 -0.83
C 0.644346 -1.488702 0.177818 -0.9 -0.9 -1.0 -0.55
C -0.528312 -0.582147 0.530551 2.6 2.4 -1.3 -0.38
C -0.743128 0.378245 -0.694776 -0.4 1.0 3.3 -0.39
C -1.332141 1.717014 -0.105791 -0.4 -1.9 1.3 -0.62
H 0.972896 -2.013170 1.022006 0.8 -0.2 1.4 0.23
H 1.517015 -1.195890 -0.429464 -0.4 1.2 0.3 0.19
H -1.401437 -1.069849 0.830947 -1.3 -1.3 0.1 0.21
H -0.258238 0.028800 1.420615 0.0 0.0 -0.4 0.16
H 0.263023 0.502583 -1.095246 -0.3 0.4 -0.4 0.19
H -1.395639 -0.036642 -1.397169 -0.7 -0.8 -1.3 0.21
H -2.359000 1.598386 0.452874 1.5 0.2 -1.8 0.19
H -1.241647 2.493552 -0.838901 -0.5 0.8 0.0 0.19
H -0.700414 1.854490 0.772662 0.3 0.9 -0.2 0.20
H 2.333855 2.993066 0.245375 0.2 3.6 -4.0 0.46
H 1.938334 1.536872 0.470997 -0.4 -0.7 -0.8 0.49
O 2.267269 2.341575 0.833439 0.2 -3.0 4.8 -0.94
```
Forces are in eV/Å.